C24H58B3F4N5O5V | wB97M-V/def2-TZVPD

Last column: Löwdin charge in e.
Element x y z (Å)
C -0.257449 -0.480669 -2.239724  0.05
N -6.403660 1.557427 -2.264524  -0.06
C 4.476717 2.126017 0.177029  -0.27
C -5.335889 2.299004 -2.636914  0.06
H -8.299280 1.744934 -1.287578  0.11
C 4.569507 3.052439 1.420855  -0.17
H 0.903960 -3.412927 -3.534412  0.11
H -1.218474 -0.323362 2.820708  0.15
N 3.208400 2.376134 -0.596343  0.21
H 4.737529 -5.154166 3.454544  0.11
C 3.413493 1.849715 3.045763  -0.08
B 2.184463 5.404428 -1.148412  -1.30
C 4.486769 -5.614485 2.500470  -0.01
H -5.166043 -1.485333 -2.335086  0.13
C -1.774618 -1.228051 2.564502  -0.28
H 4.527315 4.055151 0.989098  0.12
H 5.396046 -5.590824 1.899447  0.10
O 2.971117 -2.762088 0.546901  -0.19
O -4.102532 -1.808186 2.144665  -0.16
N -0.173954 -1.599851 -3.017982  -0.07
H -0.698967 -1.669667 0.792237  0.08
N 2.989909 -5.785230 0.581809  0.23
H 4.855121 -3.689863 0.639361  0.15
O -0.502323 4.150051 2.177728  -0.24
H -2.424813 4.602300 0.474054  -0.01
H -1.077335 -2.870101 -4.474280  0.15
H 5.536620 3.004678 1.923459  0.14
H 5.760579 3.515626 -0.863126  0.09
H -1.718136 0.774032 -1.366293  0.11
H -7.597908 3.198402 -2.086664  0.11
H -2.473800 -2.834448 3.865363  0.17
O 3.423912 3.033201 2.257989  -0.14
C -3.932167 0.321569 -2.647668  -0.11
C -7.808046 2.135001 -2.174414  0.08
H 2.381312 -5.168317 0.047481  0.16
H -1.533536 -3.040649 1.543923  0.08
H -4.953825 -1.989206 0.187591  0.07
C -5.096503 -0.405507 -2.339504  0.02
C -1.203977 -2.065761 -3.764147  0.01
C -2.450167 -1.475541 -3.728102  0.07
H 3.681288 -1.017871 1.430041  0.08
H -3.394690 -2.775163 0.402110  0.07
H 0.059258 -2.450913 2.141970  0.08
H 0.072413 1.797583 1.714215  -0.02
H 3.205304 0.990490 2.396604  0.05
H 1.382714 -2.454862 -2.043977  0.09
H -0.732910 1.517228 0.188278  -0.05
N -2.025905 -1.924142 3.937079  0.25
C 5.738607 2.431018 -0.783897  0.01
C 3.942513 -3.509384 1.218644  -0.21
B 0.262810 1.738993 0.625048  -0.43
H 5.592667 1.927026 -1.737735  0.08
H 6.582519 1.984249 -0.263099  0.08
F 2.510090 5.522850 -2.503627  0.11
H -3.099625 3.150774 -0.385941  -0.03
H -2.727154 4.652199 -1.327532  0.01
C -0.912713 -2.163741 1.741120  -0.02
C -2.646363 -0.386908 -2.834797  -0.09
F 1.478577 6.505113 -0.690595  0.16
V -1.376962 3.080589 1.416618  0.73
H 2.609146 -0.694707 0.069987  0.06
H 1.015261 0.925729 0.384947  -0.01
H -5.562411 3.355466 -2.599668  0.16
H -3.259925 2.305835 -3.084741  0.15
H -2.956576 -0.342712 1.050006  0.13
C -1.516900 0.010420 -2.100829  0.05
H 0.596871 2.731522 0.201717  0.00
F 3.387376 5.094791 -0.482131  0.11
H -4.866786 -3.416450 1.146834  0.10
H -8.285517 1.853185 -3.109508  0.12
C 3.387179 -4.851745 1.727541  -0.29
C 1.035540 -2.437197 -3.076626  0.03
H 2.608649 1.741705 3.773027  0.09
H 4.337438 -3.061835 2.136186  0.15
H 3.802898 -5.955020 -0.009056  0.18
H -2.473686 -1.331785 4.633130  0.18
C -6.288905 0.214828 -2.139364  0.00
H -1.050913 -2.090720 4.175549  0.16
F 1.390070 4.301513 -1.097484  0.13
C -4.320413 -2.502739 0.913922  -0.08
H 1.809696 -1.946667 -3.669493  0.12
H 2.352450 2.260644 -0.036853  0.07
H -7.171099 -0.386158 -1.971140  0.16
H 4.441841 1.067737 0.438633  0.10
H -3.197970 -1.732374 -4.465222  0.14
H -1.288899 3.752974 -0.469492  -0.04
C -4.117478 1.689956 -2.845570  0.07
H -3.531980 0.004882 2.665683  0.14
H 3.100894 1.966625 -1.515925  0.17
H 3.143994 3.407047 -0.700427  0.11
H 4.372072 1.846481 3.567083  0.10
C 3.351202 -1.390095 0.458320  -0.09
H 2.419802 -4.735638 2.216292  0.15
H 4.218553 -1.327870 -0.205708  0.10
C -3.106341 -0.780351 2.039227  -0.17
B -2.364014 4.019373 -0.465690  -0.36
H 2.632110 -6.635223 1.006676  0.17
H 0.647638 -0.237647 -1.704295  0.13
O -2.615528 2.563105 2.270694  -0.36
H 4.102854 -6.617896 2.683435  0.10

Atoms 1-2, force components in eV/Å:
C -0.4 -2.5 -0.7
N -0.4 -1.0 -0.2

Computed properties:
multiplicity	1
total charge	+3
largest force on an atom	3.742	eV/A
frontier orbital gap	6.03	eV
LUMO energy	-0.33994	Ha